The following is a DFT calculation (wB97M-V/def2-TZVPD) of C50H74BBrCl18INO5S as an isolated structure in a non-equilibrium geometry.

Energy above the lowest of the compared OMol25 structures with the same formula, charge and spin = 0.0 kcal per mole
Total charge = 0
Kohn-Sham gap = 7.89 eV
Electronic energy = -13958.17067 Ha
Maximum force = 0.1331 Eh/bohr

Atoms and positions in Å:
C -4.0482 4.6111 -3.6857
C -4.7918 3.7183 -2.5459
C -4.1349 4.0209 -1.0849
C -4.8281 3.1961 0.0972
O -4.5374 1.7693 0.0964
N -3.4418 1.4807 -0.6531
C -3.5953 0.2542 -1.4497
C -4.8359 -0.6906 -1.4088
C -4.9618 -1.9871 -2.2896
Br -6.5716 -3.1033 -2.0712
C -3.8372 -2.3904 -3.2732
C -3.8019 -3.6801 -4.2111
C -5.0903 -3.8817 -5.1436
C -5.4946 -2.5994 -6.0285
C -4.2613 -1.6698 -6.4762
C -6.7170 -1.7607 -5.3410
C -2.5750 -1.4501 -3.3282
C -2.4518 -0.1886 -2.4469
S -0.9579 0.9378 -2.4359
C -0.8033 1.3001 -0.6078
C -2.1886 1.5239 0.1188
C -2.1094 1.8167 1.6619
C -0.7396 1.8622 2.4373
C -0.6526 2.1406 4.0316
C -0.7603 3.7320 4.3776
C -2.2663 4.1080 4.7968
I -2.4088 4.0696 6.9784
C 0.6354 1.6281 1.7013
O 1.8691 1.6914 2.4228
C 2.3642 0.3919 2.7582
O 3.2427 -0.1578 2.0329
C 1.8968 -0.4565 4.0340
C 2.8622 -0.8683 5.1941
C 2.3785 -1.6856 6.4474
C 0.9062 -2.1708 6.5768
C -0.0648 -1.8008 5.4093
C 0.4112 -0.9570 4.1932
C 0.5455 1.3601 0.1504
B 1.9012 1.0936 -0.7487
O 2.6191 2.1222 -1.4514
O 2.3437 -0.3042 -0.7966
C 1.8516 -0.9844 -2.0031
H -4.7618 5.4170 -4.0960
H -3.7071 3.9298 -4.5373
H -3.1797 5.1695 -3.2021
H -5.8606 4.1592 -2.4731
H -4.8272 2.6066 -2.7961
H -2.9880 3.9656 -1.0986
H -4.3807 5.1368 -0.8860
H -5.9705 3.2935 -0.0674
H -4.5936 3.6983 1.0971
H -5.7277 -0.4669 -0.7142
H -2.8537 -3.6162 -4.8663
H -3.6570 -4.6096 -3.5354
H -6.0174 -4.2851 -4.5872
H -4.8160 -4.7209 -5.8959
H -5.9536 -3.0165 -7.0064
H -4.1479 -0.7627 -5.7679
H -4.5410 -1.2134 -7.5058
H -3.2844 -2.2596 -6.5019
H -6.3536 -0.9009 -4.6867
H -7.3704 -2.5258 -4.7793
H -7.3828 -1.3902 -6.2130
H -1.7050 -1.6955 -4.0268
H -3.0597 2.0237 2.2679
H 0.3523 1.7171 4.4136
H -1.5197 1.5823 4.5532
H -0.5108 4.2952 3.4112
H 0.0147 3.9556 5.2027
H -2.4940 5.1965 4.4815
H -3.0549 3.4570 4.2723
H 3.9684 -0.5960 5.1893
H 3.0971 -1.9654 7.3048
H 0.5144 -2.7789 7.4726
H -1.1451 -2.1838 5.5170
H -0.3660 -0.7341 3.3823
H 3.4384 2.2772 -0.9075
H 2.3914 -1.9909 -2.1720
H 0.7287 -1.2687 -1.9157
H 2.0028 -0.3343 -2.9456
Cl -7.1253 -1.5598 -9.0212
C -7.1652 0.1818 -9.3886
C -5.9430 0.6291 -10.1631
Cl -4.4580 0.5756 -9.1785
H -7.2663 0.7254 -8.4474
H -8.0646 0.3586 -9.9821
H -6.0680 1.6648 -10.4866
H -5.7830 0.0127 -11.0496
Cl 3.9936 -0.2767 -2.0848
C 5.0471 -0.3165 -3.5259
C 6.2237 -1.2548 -3.3462
Cl 7.3810 -0.6388 -2.1409
H 5.3755 0.7040 -3.7346
H 4.4281 -0.6526 -4.3630
H 6.7685 -1.3564 -4.2875
H 5.9029 -2.2498 -3.0315
Cl 3.5436 -1.9708 10.2755
C 4.1405 -3.6053 10.6569
C 5.4186 -3.9356 9.9134
Cl 5.1468 -4.1220 8.1624
H 3.3460 -4.3165 10.4266
H 4.3204 -3.6328 11.7338
H 5.8221 -4.8841 10.2737
H 6.1786 -3.1656 10.0581
Cl 1.5058 2.7384 9.8533
C 0.6494 1.6822 11.0040
C 0.7894 0.2159 10.6475
Cl -0.0894 -0.2022 9.1563
H -0.3972 1.9906 11.0323
H 1.0856 1.8674 11.9879
H 0.3695 -0.4012 11.4446
H 1.8347 -0.0671 10.5131
Cl -4.3305 3.9176 -10.2807
C -2.8901 4.3623 -9.3291
C -2.6097 3.3726 -8.2167
Cl -3.8459 3.4372 -6.9321
H -3.0397 5.3712 -8.9408
H -2.0479 4.3865 -10.0240
H -1.6468 3.6047 -7.7490
H -2.5668 2.3475 -8.5905
Cl 1.9152 -6.0614 11.6760
C 0.9013 -7.1408 10.6854
C 0.5505 -6.5241 9.3458
Cl -0.5634 -5.1438 9.5122
H 0.0078 -7.3883 11.2610
H 1.4724 -8.0589 10.5326
H 0.0475 -7.2627 8.7184
H 1.4410 -6.1785 8.8170
Cl -1.0207 5.7481 -4.9552
C -0.4786 4.1108 -4.5078
C 0.7610 3.7007 -5.2724
Cl 0.4243 3.4451 -7.0037
H -1.3059 3.4190 -4.6788
H -0.2654 4.1277 -3.4367
H 1.1455 2.7562 -4.8817
H 1.5501 4.4499 -5.1873
Cl 10.1676 -2.9711 -3.8878
C 10.0234 -3.4452 -2.1769
C 11.3483 -3.8937 -1.5940
Cl 11.8961 -5.4428 -2.2824
H 9.2670 -4.2286 -2.1054
H 9.6578 -2.5694 -1.6366
H 11.2471 -4.0445 -0.5172
H 12.1322 -3.1528 -1.7617
Cl 8.7348 2.1475 2.9987
C 7.7502 1.0406 2.0084
C 7.4055 1.6342 0.6577
Cl 6.2660 2.9980 0.7932
H 6.8533 0.7857 2.5756
H 8.3378 0.1301 1.8734
H 6.9222 0.8800 0.0337
H 8.2961 1.9880 0.1348